Density functional theory data (the ωB97M-V functional and the def2-TZVPD basis) for a cluster of 2 separate species, C24H34FIN5O3S in total.

HOMO-LUMO gap = 0.2740 Eh
E = -60675.888 eV
net charge = +1

Geometry as XYZ:
```
69
C24H34FIN5O3S, DFT the ωB97M-V functional and the def2-TZVPD basis
I -2.07215 -4.54854 -0.87891
S 2.05932 -2.34299 3.60484
F -1.25996 4.65518 -2.59232
O -1.86993 -3.64384 1.90752
O 3.54927 3.78787 -0.39312
O -4.76394 -1.70970 3.94945
N 0.05000 0.65582 -1.07254
N 5.43508 2.80242 0.36228
N -0.23063 -1.41952 0.04940
N 0.49227 -0.39218 2.29654
N -0.20223 -1.41234 -2.37220
C -1.30304 2.84558 -1.03159
C 2.13693 1.60654 -4.04476
C 3.08806 1.85702 1.02742
C -4.36657 -3.58932 5.33677
C 3.12646 2.62765 -3.71185
C -5.83563 -1.79661 4.89955
C -1.81476 -3.18858 0.81937
C 1.17569 -1.19267 2.93944
C 3.99467 2.89008 0.28252
C -0.98584 3.25408 -2.50462
C 4.70683 0.81250 -2.86344
C -3.94494 -2.88078 4.06239
C -1.58885 -1.64658 0.58702
C 2.41632 0.19768 -3.80187
C 3.69837 -0.17884 -3.20877
C 1.41080 -0.92614 -4.17978
C -5.83582 -3.21988 5.42872
C -0.15105 -0.77621 -1.25114
C 1.55732 1.98785 0.65079
C 1.10903 0.65167 -0.03849
C -1.24998 1.30854 -0.74986
C 0.72606 -0.61812 0.83979
C 4.41008 2.20784 -3.14017
C -0.06398 -0.68368 -3.66362
H 1.99311 0.25531 -0.62270
H -1.67762 2.78103 -3.25906
H -6.42238 -3.86451 4.76773
H 5.74288 2.32380 1.20909
H 1.79320 -1.89096 -3.76167
H 1.40399 -0.99689 -5.30424
H 1.18491 1.96889 -4.50172
H 3.19212 2.07275 2.13101
H -1.86370 -1.02194 1.46976
H -2.05978 0.82468 -1.36189
H -1.49702 1.11047 0.32822
H -5.63632 -1.07511 5.69861
H -3.82516 -3.17474 6.19209
H -4.18423 -4.66367 5.30636
H 2.92757 3.70879 -3.89266
H 5.16615 2.99777 -2.91616
H -2.31159 -1.35575 -0.23250
H -2.89243 -2.59260 4.07005
H 3.95135 -1.24908 -3.00450
H 3.41022 0.79346 0.89665
H -4.12920 -3.50530 3.18186
H -6.24729 -3.29958 6.43483
H 5.70158 0.56567 -2.42785
H -0.33759 -2.43277 -2.33435
H 5.83134 2.39753 -0.48416
H -0.22330 0.41455 -3.56672
H -0.66862 3.47362 -0.36205
H 1.34166 2.82238 -0.05548
H -6.77644 -1.52817 4.41596
H -0.84876 -1.06032 -4.37242
H -2.36653 3.16727 -0.83465
H 0.09297 3.14709 -2.77796
H 1.69393 -1.20348 0.84760
H 0.93780 2.10794 1.57815
```

=====

Density functional theory data (the ωB97M-V functional and the def2-TZVPD basis) for a structure of composition C5H8O.

HOMO-LUMO gap = 0.3405 Eh
E = -7357.181 eV

Geometry as XYZ:
```
14
C5H8O, DFT the ωB97M-V functional and the def2-TZVPD basis
O 1.21184 0.28781 -1.03400
C 0.07841 0.36254 1.29199
C 1.49809 0.37484 0.73755
C -0.89416 0.17590 0.12991
C -0.18778 0.22630 -1.18543
C -0.79869 -1.06070 -0.73089
H 1.57891 1.16621 -0.42330
H -1.69969 -1.41073 -1.22958
H -1.86938 0.64359 0.22843
H -0.10505 -1.84185 -0.43082
H 1.97136 -0.60936 0.86607
H -0.13971 1.32775 1.76593
H -0.07241 -0.41888 2.05437
H -0.57173 0.77658 -2.04024
```

=====

Density functional theory data (the ωB97M-V functional and the def2-TZVPD basis) for a cluster of 3 separate species, C2H3ClN in total.

expectation value of S² = 2.047
HOMO-LUMO gap (alpha / beta) = 0.3166 / 0.3470 Eh
spin multiplicity = 3
E = -16120.199 eV
net charge = +1

Geometry as XYZ:
```
7
C2H3ClN, DFT the ωB97M-V functional and the def2-TZVPD basis
Cl -3.36558 0.60773 0.08808
N -1.63362 -1.38742 0.06462
C -1.13940 -2.43048 0.15647
C -2.13159 -0.26124 -0.34922
H 0.51306 0.36444 1.11765
H -0.29002 -3.02102 -0.10717
H -0.38064 0.19844 0.73756
```

=====

Density functional theory data (the ωB97M-V functional and the def2-TZVPD basis) for the ion CH7N4 with charge +1.

SMILES string = NC=[N+](N)N
HOMO-LUMO gap (alpha / beta) = 0.3209 / 0.3209 Eh
E = -7100.010 eV
net charge = +1

Geometry as XYZ:
```
12
CH7N4, DFT the ωB97M-V functional and the def2-TZVPD basis
N 1.22072 -0.09937 1.39118
N -0.73404 -1.05165 0.36550
N -0.72718 0.71959 -1.73718
N 0.06337 0.05485 0.64668
C 0.26685 0.81732 -0.92789
H -0.95468 -0.28083 -1.80199
H 0.89653 1.77938 -0.79849
H -1.49095 -1.08615 1.02472
H 1.50208 -0.90035 1.79321
H 1.30912 0.58458 2.14818
H -0.30933 -2.00245 0.37845
H -1.04248 1.46508 -2.48236
```

=====

Density functional theory data (the ωB97M-V functional and the def2-TZVPD basis) for a cluster of 3 separate species, C3H9N2O2 in total.

HOMO-LUMO gap = 0.4020 Eh
E = -10325.415 eV
net charge = +1

Geometry as XYZ:
```
16
C3H9N2O2, DFT the ωB97M-V functional and the def2-TZVPD basis
O -0.76067 2.02573 2.77546
O -0.20831 -0.88533 -3.19558
N -0.40567 0.23257 0.87150
N 0.23366 -1.00263 -0.80496
C 1.35785 -0.76930 -0.02536
C 0.89143 0.00650 1.05351
C -0.88683 -0.38416 -0.26180
H -1.90553 -0.15744 -0.47766
H 2.21703 -1.34447 -0.27374
H -0.18079 1.44350 3.28723
H -0.66664 2.97286 2.82040
H 1.49739 0.11651 1.90949
H 0.43748 -0.30904 -3.48918
H 0.18819 -1.53827 -1.66189
H -1.09621 0.75518 1.43135
H -0.71239 -1.16221 -3.95878
```

=====

Density functional theory data (the ωB97M-V functional and the def2-TZVPD basis) for a cluster of 10 separate species, C72H71BFN3O21P in total.

HOMO-LUMO gap = 0.2657 Eh
E = -135947.063 eV
net charge = +1

Geometry as XYZ:
```
170
C72H71BFN3O21P, DFT the ωB97M-V functional and the def2-TZVPD basis
P -3.24074 1.58824 -4.28838
F -3.90800 -2.25856 -4.03016
O 0.25841 -2.65123 2.33091
O -9.67664 -3.26514 6.23306
O -7.64538 -0.84941 1.11625
O 3.67544 0.63395 -3.94858
O 4.22512 -6.16561 2.48902
O 10.30588 -7.00123 -3.58588
O -5.19289 10.26047 4.04845
O 2.44636 -1.85161 -7.77584
O 4.25642 -0.26743 1.76826
O 9.26918 -6.77201 2.91694
O -4.49809 2.77920 -4.11812
O 6.38728 -8.60223 -1.14133
O 6.31081 -3.51365 -3.67241
O 2.50025 -3.35505 -0.65733
O -3.82880 6.03545 5.92021
O -2.68326 2.28899 2.08135
O 4.88730 2.54752 -9.45033
O 0.89685 3.63890 5.93952
O -7.40694 -5.58404 2.03947
O -2.83176 7.88704 -0.06449
O 7.11851 1.59850 5.82453
N -5.50772 -0.55929 2.05425
N -2.11623 0.14713 -1.95428
N -1.90401 1.66697 -0.28559
C 1.90647 -5.78609 2.63223
C -0.01417 2.46259 1.50502
C -2.10292 -1.10261 -2.78419
C 6.46273 -7.28132 0.80423
C -3.37476 8.43480 0.88026
C -4.55567 -0.62412 0.86921
C 3.48904 0.17888 -7.20735
C -6.76630 -0.02099 1.46332
C 2.28853 -1.20741 -3.47712
C 3.23023 -0.58879 -9.60098
C -4.67204 5.81273 -1.61983
C -1.11681 -0.90997 0.31268
C 3.00652 -0.84131 -8.16168
C 6.33507 -0.21187 2.87455
C 3.56806 -3.92470 2.23478
C 1.16851 -3.46415 2.36879
C 5.04265 1.54481 4.72215
C -4.27033 10.47988 1.89582
C -0.69728 4.89022 7.13490
C 1.99312 -2.20900 -2.64846
C -2.57738 1.40189 -2.51999
C 9.38979 -6.20177 -3.60542
C 4.91602 0.16236 2.70137
C 3.31240 -5.36241 2.45596
C -4.24745 4.37333 -1.00216
C 8.63022 -3.88120 -3.83884
C 2.77123 -2.43816 -1.41203
C -1.61981 4.99927 -0.95130
C -8.28023 -5.82774 4.21095
C -3.52637 -1.84630 0.99882
C -2.07108 -1.36222 1.52199
C 2.57147 -3.04289 2.19354
C -7.92893 -5.05231 3.00210
C 4.32824 1.53820 -9.06636
C -4.34725 8.27191 3.12155
C 3.84550 0.51732 -10.02136
C -9.15554 -3.79673 5.27124
C 4.32451 1.07612 3.70107
C 9.63474 -4.75836 -3.81565
C -0.18804 4.19066 5.93652
C 7.22884 -4.31488 -3.65372
C -1.90486 2.22013 -5.47003
C 7.18609 -6.82181 1.82550
C 8.47272 -8.55293 -0.04938
C -4.65112 9.71888 3.10565
C 6.98423 -5.75765 -3.44396
C -2.74720 4.01270 -1.53392
C 6.46274 1.17075 4.89608
C -8.23473 -3.60570 3.00726
C 8.60805 -7.19270 1.98638
C 7.05417 0.25629 3.89536
C -1.68942 0.27248 -0.58216
C -8.84978 -5.24361 5.26598
C -1.04614 4.18508 4.73147
C -2.23529 4.78709 4.72801
C 3.40687 -0.28198 -3.19313
C -7.07792 1.52948 1.27743
C -3.45828 -1.95595 -2.70543
C -8.80419 -3.02162 4.06226
C 3.88883 -1.51328 -1.12849
C -2.74470 5.48606 5.92760
C 4.18444 -0.51138 -1.95739
C -4.99678 5.77490 -3.18577
C 9.19646 -8.09362 0.97213
C 4.10413 1.28485 -7.62697
C -1.88681 5.49229 7.13051
C 7.98861 -6.63494 -3.42069
C 0.90903 -4.90209 2.59085
C -2.41042 2.46355 -1.38915
C -3.75481 7.67678 2.08675
C 7.05035 -8.18190 -0.20929
C -3.67756 9.88173 0.86067
B -1.58851 2.15202 1.10845
H -5.66484 6.08326 -1.09090
H -2.27640 6.00863 7.99886
H -0.66203 3.66967 3.86369
H -4.04085 0.39454 0.80576
H -0.80419 -1.79117 -0.35710
H -1.88957 -0.85689 -3.89131
H 0.18541 3.58430 1.50937
H -1.67250 6.06128 -1.38710
H -5.16493 -0.77637 -0.10072
H -4.16308 5.36031 -3.84305
H 7.82589 -7.69477 -3.26707
H -3.32843 -2.39802 0.00655
H -1.85182 5.12155 0.17752
H -4.49851 11.53850 1.89851
H 1.72938 -1.02627 -4.38733
H 6.77017 -6.16224 2.57644
H 0.61414 1.91761 0.72440
H 8.09453 -0.00785 4.03816
H 8.79216 -2.82136 -3.99214
H 1.17767 -2.89603 -2.84020
H -0.55787 4.57579 -1.00337
H 3.31644 -0.02194 -6.15803
H 5.95232 -6.05814 -3.31089
H 4.60314 -3.63241 2.10779
H 2.86995 -1.34578 -10.28660
H -7.97168 -3.05275 2.11335
H 0.14584 1.96033 2.53021
H 4.62441 2.21438 5.46359
H -2.79373 4.22153 -2.66968
H 3.28398 1.34007 3.55795
H -1.58372 -2.31476 1.98495
H -4.24215 -1.40479 -2.07067
H -8.19525 1.69774 1.46561
H -0.12658 -5.19300 2.71652
H -4.29436 4.37717 0.14630
H -6.48757 2.20276 1.99191
H 10.23870 -8.35542 1.10539
H -0.13596 -0.53363 0.79291
H -3.39269 10.42245 -0.03321
H 1.73597 -6.84328 2.79387
H -1.18085 -1.69944 -2.42782
H -1.07169 1.44390 -5.54934
H -3.20763 -2.93201 -2.14227
H -1.55563 3.25762 -5.14980
H -4.55461 3.31694 -4.93812
H -5.67519 -1.51953 2.38747
H -9.11304 -5.79566 6.15955
H 4.46416 2.04144 -6.94066
H -2.40275 2.28972 -6.51092
H -4.63143 7.72607 4.01337
H -6.85453 1.87886 0.21362
H -8.05031 -6.88588 4.19050
H -0.05545 4.88505 8.00708
H -2.12158 -0.55354 2.32691
H -3.52691 6.61765 2.08324
H -3.92711 -2.60044 1.75484
H 10.66668 -4.45830 -3.94854
H -5.95945 5.23461 -3.46611
H -2.56121 1.62316 2.80538
H -4.92115 3.52809 -1.39510
H 4.44759 -1.69408 -0.21936
H 4.99967 0.17497 -1.76583
H -2.87616 4.79218 3.85460
H 8.88823 -9.21244 -0.80150
H -5.14200 6.87318 -3.51458
H 6.75287 -0.88155 2.13273
H 4.01850 0.71845 -11.07118
H -3.91545 6.62911 -1.33291
H 2.74209 -1.98589 2.03077
H -9.03405 -1.96337 4.08244
H 5.42147 -7.01940 0.67112
```

=====

Repeat the first record exactly.
Density functional theory data (the ωB97M-V functional and the def2-TZVPD basis) for a cluster of 2 separate species, C24H34FIN5O3S in total.

HOMO-LUMO gap = 0.2740 Eh
E = -60675.888 eV
net charge = +1

Geometry as XYZ:
```
69
C24H34FIN5O3S, DFT the ωB97M-V functional and the def2-TZVPD basis
I -2.07215 -4.54854 -0.87891
S 2.05932 -2.34299 3.60484
F -1.25996 4.65518 -2.59232
O -1.86993 -3.64384 1.90752
O 3.54927 3.78787 -0.39312
O -4.76394 -1.70970 3.94945
N 0.05000 0.65582 -1.07254
N 5.43508 2.80242 0.36228
N -0.23063 -1.41952 0.04940
N 0.49227 -0.39218 2.29654
N -0.20223 -1.41234 -2.37220
C -1.30304 2.84558 -1.03159
C 2.13693 1.60654 -4.04476
C 3.08806 1.85702 1.02742
C -4.36657 -3.58932 5.33677
C 3.12646 2.62765 -3.71185
C -5.83563 -1.79661 4.89955
C -1.81476 -3.18858 0.81937
C 1.17569 -1.19267 2.93944
C 3.99467 2.89008 0.28252
C -0.98584 3.25408 -2.50462
C 4.70683 0.81250 -2.86344
C -3.94494 -2.88078 4.06239
C -1.58885 -1.64658 0.58702
C 2.41632 0.19768 -3.80187
C 3.69837 -0.17884 -3.20877
C 1.41080 -0.92614 -4.17978
C -5.83582 -3.21988 5.42872
C -0.15105 -0.77621 -1.25114
C 1.55732 1.98785 0.65079
C 1.10903 0.65167 -0.03849
C -1.24998 1.30854 -0.74986
C 0.72606 -0.61812 0.83979
C 4.41008 2.20784 -3.14017
C -0.06398 -0.68368 -3.66362
H 1.99311 0.25531 -0.62270
H -1.67762 2.78103 -3.25906
H -6.42238 -3.86451 4.76773
H 5.74288 2.32380 1.20909
H 1.79320 -1.89096 -3.76167
H 1.40399 -0.99689 -5.30424
H 1.18491 1.96889 -4.50172
H 3.19212 2.07275 2.13101
H -1.86370 -1.02194 1.46976
H -2.05978 0.82468 -1.36189
H -1.49702 1.11047 0.32822
H -5.63632 -1.07511 5.69861
H -3.82516 -3.17474 6.19209
H -4.18423 -4.66367 5.30636
H 2.92757 3.70879 -3.89266
H 5.16615 2.99777 -2.91616
H -2.31159 -1.35575 -0.23250
H -2.89243 -2.59260 4.07005
H 3.95135 -1.24908 -3.00450
H 3.41022 0.79346 0.89665
H -4.12920 -3.50530 3.18186
H -6.24729 -3.29958 6.43483
H 5.70158 0.56567 -2.42785
H -0.33759 -2.43277 -2.33435
H 5.83134 2.39753 -0.48416
H -0.22330 0.41455 -3.56672
H -0.66862 3.47362 -0.36205
H 1.34166 2.82238 -0.05548
H -6.77644 -1.52817 4.41596
H -0.84876 -1.06032 -4.37242
H -2.36653 3.16727 -0.83465
H 0.09297 3.14709 -2.77796
H 1.69393 -1.20348 0.84760
H 0.93780 2.10794 1.57815
```